Molecular formula: C16H24CaCl2N5P
Method: DFT, wB97M-V/def2-TZVPD

Element x y z (Å)
C  2.32  -3.77  -0.46
C  3.48  -3.05  -1.14
C  3.26  -1.54  -1.38
Cl  3.94  -1.02  -2.95
C  1.83  -1.07  -1.22
C  0.83  -1.32  -2.21
Cl  1.17  -2.32  -3.57
C  -0.43  -0.84  -2.12
C  -0.82  -0.08  -1.01
N  -2.08  0.40  -0.95
C  -2.37  1.10  0.12
P  -4.00  1.86  0.37
C  -4.45  0.69  1.72
C  -5.11  1.54  -1.06
C  -6.44  0.91  -0.66
C  -1.44  1.30  1.16
N  -0.22  0.81  1.13
C  0.14  0.14  0.02
C  1.47  -0.36  -0.10
C  2.41  -0.08  1.03
C  3.01  1.35  1.00
N  2.68  2.06  2.23
N  2.52  2.11  -0.14
N  4.46  1.19  0.87
H  1.96  -3.23  0.41
H  1.50  -3.96  -1.15
H  2.67  -4.73  -0.09
H  4.34  -3.13  -0.48
H  3.76  -3.54  -2.06
H  3.87  -0.99  -0.68
H  -1.14  -1.04  -2.91
H  -4.21  -0.36  1.51
H  -5.48  0.76  2.08
H  -3.81  1.08  2.51
H  -4.58  0.91  -1.78
H  -5.26  2.52  -1.50
H  -6.95  1.51  0.09
H  -7.07  0.83  -1.54
H  -6.28  -0.10  -0.28
H  -1.70  1.94  2.01
H  3.20  -0.82  1.08
H  1.83  -0.20  1.94
H  2.60  3.06  2.08
H  1.78  1.75  2.59
H  2.63  3.10  -0.02
H  2.99  1.81  -1.00
H  4.92  2.05  1.13
H  4.80  0.45  1.48
Ca  -2.56  0.32  3.84

Computed properties:
E_LUMO: -0.3567 Eh
charge: +2
HOMO: -13.64 eV
calculated total energy: -2836.57627 Eh

How positive or negative is each atom? The Löwdin charges in e answer that: -0.092 -0.243 -0.645 0.661 -0.207 -0.559 0.801 -0.027 -0.169 0.165 -0.458 1.006 -0.346 -0.395 -0.141 -0.252 0.137 -0.145 -0.111 -0.069 -0.643 0.085 0.096 0.083 0.068 0.063 0.083 0.114 0.098 0.063 0.124 0.071 0.063 -0.129 0.078 0.078 0.074 0.086 0.069 0.071 0.109 0.101 0.075 0.035 0.079 0.089 0.086 0.078 1.743